{"formula": "C56H112O30", "method": "wB97M-V/def2-TZVPD", "homo_lumo_gap_ev": 9.73, "max_force_ha_per_bohr": 0.086, "relative_energy_kcal_mol": 69.1, "e_lumo_ev": 0.2, "charge": 0, "e_homo_ev": -9.48, "elements": ["C", "C", "O", "C", "O", "O", "C", "H", "H", "H", "H", "H", "H", "H", "H", "C", "C", "O", "C", "O", "O", "C", "H", "H", "H", "H", "H", "H", "H", "H", "C", "C", "O", "C", "O", "O", "C", "H", "H", "H", "H", "H", "H", "H", "H", "C", "C", "O", "C", "O", "O", "C", "H", "H", "H", "H", "H", "H", "H", "H", "C", "C", "O", "C", "O", "O", "C", "H", "H", "H", "H", "H", "H", "H", "H", "C", "C", "O", "C", "O", "O", "C", "H", "H", "H", "H", "H", "H", "H", "H", "C", "C", "O", "C", "O", "O", "C", "H", "H", "H", "H", "H", "H", "H", "H", "C", "C", "O", "C", "O", "O", "C", "H", "H", "H", "H", "H", "H", "H", "H", "C", "C", "C", "O", "C", "H", "H", "H", "H", "H", "H", "H", "H", "C", "C", "C", "O", "C", "H", "H", "H", "H", "H", "H", "H", "H", "C", "C", "C", "O", "C", "H", "H", "H", "H", "H", "H", "H", "H", "C", "C", "C", "O", "C", "H", "H", "H", "H", "H", "H", "H", "H", "C", "C", "C", "O", "C", "H", "H", "H", "H", "H", "H", "H", "H", "C", "C", "C", "O", "C", "H", "H", "H", "H", "H", "H", "H", "H"], "xyz": [[-0.0953, 7.5073, -5.7155], [1.3966, 7.2532, -5.7445], [2.0435, 8.2131, -6.4729], [2.0806, 8.1448, -7.8435], [1.7050, 7.1805, -8.5547], [2.7077, 9.2995, -8.3450], [2.6605, 9.5877, -9.7076], [-0.6325, 7.0069, -4.9098], [-0.5480, 7.1111, -6.6244], [-0.2823, 8.5621, -5.5140], [1.6424, 6.2161, -5.9725], [1.5330, 7.4385, -4.6791], [2.2852, 8.7292, -10.2646], [3.6002, 9.8660, -10.1848], [1.9503, 10.4049, -9.8334], [1.0053, 12.9103, -1.4746], [1.2307, 11.6162, -0.7372], [-0.0082, 11.2316, -0.2073], [-0.2194, 10.1128, 0.5292], [0.6547, 9.2617, 0.8391], [-1.5493, 10.1014, 0.7744], [-2.0587, 8.8843, 1.2933], [0.1980, 12.9098, -2.2069], [1.9455, 13.2725, -1.8905], [0.7035, 13.6277, -0.7115], [2.0286, 11.7529, -0.0073], [1.6731, 10.9185, -1.4482], [-3.0498, 9.1739, 1.6425], [-1.5312, 8.6001, 2.2039], [-2.2422, 8.0392, 0.6299], [-7.6043, -14.6677, -2.7667], [-6.4614, -13.6351, -2.8295], [-6.5999, -12.7713, -1.6919], [-6.0936, -11.5304, -1.8590], [-5.7138, -11.0111, -2.8942], [-5.9638, -11.0078, -0.6438], [-5.3354, -9.7706, -0.4108], [-7.6262, -15.3728, -3.5975], [-8.5656, -14.1754, -2.6192], [-7.5694, -15.2051, -1.8190], [-6.5466, -13.1703, -3.8117], [-5.4850, -14.1091, -2.7292], [-5.5905, -9.3853, 0.5764], [-5.6705, -8.9976, -1.1024], [-4.2538, -9.9026, -0.3815], [5.8660, -11.6112, 3.6240], [5.7030, -10.1874, 4.2388], [4.3065, -9.8662, 4.4082], [3.8512, -8.7141, 4.9628], [4.4531, -7.8047, 5.4651], [2.5140, -8.6320, 4.7139], [1.8455, -7.3981, 4.7378], [5.7289, -11.4924, 2.5492], [5.1881, -12.3527, 4.0468], [6.8943, -11.9320, 3.7907], [6.2741, -9.4080, 3.7343], [6.0532, -10.4146, 5.2457], [0.8593, -7.6607, 4.3550], [2.3710, -6.6536, 4.1397], [1.7725, -6.9574, 5.7321], [-5.6442, -7.7875, -12.1290], [-5.7939, -6.2827, -12.1003], [-4.9516, -5.7876, -11.0597], [-5.4345, -5.8623, -9.7484], [-6.6121, -5.9087, -9.3931], [-4.3996, -5.5837, -8.9635], [-4.5523, -5.7110, -7.5577], [-5.7839, -8.2702, -11.1617], [-4.6157, -8.0324, -12.3942], [-6.4049, -8.1930, -12.7961], [-6.8142, -5.9095, -12.0120], [-5.3408, -5.7890, -12.9600], [-3.7572, -6.3235, -7.1324], [-5.4775, -6.1754, -7.2164], [-4.5701, -4.7371, -7.0686], [12.0685, 4.2866, -2.2109], [11.7389, 3.2339, -1.1349], [10.3009, 2.9972, -1.0794], [9.4622, 3.8318, -0.3838], [9.8618, 4.5158, 0.5639], [8.1846, 3.5760, -0.7192], [7.1869, 4.4010, -0.2108], [13.1239, 4.3985, -2.4596], [11.6301, 5.2568, -1.9769], [11.5852, 4.0323, -3.1543], [12.1431, 3.4664, -0.1497], [12.0931, 2.2371, -1.3976], [7.2201, 5.3864, -0.6755], [7.1024, 4.3348, 0.8739], [6.2605, 3.9757, -0.5968], [-0.8201, 6.5233, 7.5231], [-0.8556, 7.7397, 8.4858], [-1.9005, 8.5788, 8.1071], [-1.6028, 9.7629, 7.6806], [-0.5629, 10.4361, 7.9111], [-2.7483, 10.2037, 6.9908], [-2.6623, 11.4646, 6.4171], [-0.4908, 6.8117, 6.5248], [-1.7619, 6.0033, 7.3478], [-0.0909, 5.8350, 7.9504], [0.0606, 8.2920, 8.6947], [-1.2207, 7.2499, 9.3885], [-2.6761, 12.1923, 7.2285], [-3.4282, 11.5228, 5.6438], [-1.7388, 11.5337, 5.8421], [6.5050, 2.9852, 9.4459], [6.1696, 1.5043, 9.1986], [6.5929, 0.8235, 7.9750], [5.7643, 0.5203, 6.9868], [4.6345, 0.8968, 6.8484], [6.3817, -0.3756, 6.2194], [5.6832, -0.8077, 5.0432], [7.5790, 3.0402, 9.6232], [6.0026, 3.4675, 10.2844], [6.2029, 3.5948, 8.5942], [5.0822, 1.4347, 9.2267], [6.5008, 0.8555, 10.0095], [6.2838, -1.6604, 4.7265], [5.8422, 0.0155, 4.3467], [4.6293, -1.0414, 5.1940], [-7.1327, -0.8187, 3.0059], [-7.9660, -0.4373, 1.7742], [-7.8416, -1.6480, 0.7706], [-7.4173, -2.7555, 1.5376], [-6.7213, -2.2537, 2.7138], [-7.6796, -0.7086, 3.9423], [-6.2527, -0.1946, 2.8499], [-7.6379, 0.5595, 1.4794], [-9.0087, -0.2364, 2.0206], [-7.0361, -1.5291, 0.0460], [-8.7318, -1.7632, 0.1521], [-5.6384, -2.2372, 2.5905], [-6.9630, -2.8739, 3.5769], [7.0225, -1.3904, -6.4808], [7.5406, -0.0202, -6.9123], [6.2778, 0.8970, -6.6472], [5.5978, 0.1450, -5.6202], [6.3126, -1.0192, -5.2075], [7.7861, -2.1490, -6.3090], [6.4017, -1.8886, -7.2254], [7.8019, -0.0408, -7.9703], [8.3254, 0.3026, -6.2281], [5.7125, 1.1108, -7.5543], [6.5971, 1.8288, -6.1803], [5.5067, -1.7456, -5.1032], [6.8968, -0.7820, -4.3184], [-8.2011, 5.3914, -2.6730], [-8.6293, 6.3704, -1.6856], [-8.3253, 7.7127, -2.3303], [-8.6204, 7.4857, -3.6991], [-8.3484, 6.1156, -3.9982], [-8.8904, 4.5487, -2.6185], [-7.1679, 5.1468, -2.4267], [-8.0453, 6.2153, -0.7784], [-9.6963, 6.2179, -1.5234], [-7.2621, 7.9047, -2.1861], [-8.8568, 8.5260, -1.8362], [-7.4230, 5.9971, -4.5618], [-9.1723, 5.6671, -4.5533], [-4.0672, -1.6816, 12.1303], [-2.8797, -1.8917, 11.2304], [-3.1147, -0.8204, 10.1820], [-4.4008, -0.3371, 10.3566], [-5.1146, -1.2746, 11.1808], [-3.8725, -0.8066, 12.7504], [-4.3256, -2.5380, 12.7531], [-2.8276, -2.9295, 10.9012], [-1.8816, -1.7379, 11.6406], [-3.0090, -1.0809, 9.1289], [-2.5166, 0.0712, 10.3706], [-5.5344, -2.0249, 10.5108], [-5.9016, -0.7772, 11.7477], [-0.2419, 0.4734, -1.0560], [-0.8066, 1.2724, 0.0948], [-0.2063, 0.5429, 1.2910], [-0.4631, -0.7800, 0.9384], [-0.3318, -1.0246, -0.4812], [0.7781, 0.7697, -1.3007], [-0.8033, 0.5971, -1.9821], [-1.8960, 1.2385, 0.0803], [-0.3252, 2.2425, -0.0288], [-0.6529, 0.7669, 2.2598], [0.8549, 0.7807, 1.3655], [-1.1619, -1.6198, -0.8618], [0.5866, -1.5155, -0.8031], [3.2977, -10.1171, -3.3530], [3.1105, -9.5253, -1.9593], [4.0177, -8.4253, -1.9662], [4.0567, -7.9306, -3.3049], [3.3024, -8.8017, -4.1709], [2.4288, -10.7090, -3.6406], [4.2423, -10.6475, -3.4729], [3.1717, -10.3011, -1.1962], [2.0967, -9.1502, -1.8194], [4.9729, -8.9296, -1.8202], [3.7292, -7.7213, -1.1857], [3.7117, -8.9651, -5.1679], [2.2713, -8.4588, -4.2556]], "lowdin_charge": [-0.08, -0.27, 0.03, -0.42, 0.08, -0.03, -0.08, 0.08, 0.08, 0.09, 0.13, 0.12, 0.09, 0.09, 0.09, -0.07, -0.25, 0.02, -0.50, 0.08, 0.00, -0.06, 0.08, 0.08, 0.08, 0.13, 0.12, 0.09, 0.10, 0.10, -0.07, -0.21, 0.03, -0.57, 0.11, 0.00, -0.05, 0.08, 0.08, 0.07, 0.12, 0.13, 0.09, 0.10, 0.10, -0.06, -0.19, 0.01, -0.55, 0.13, -0.03, -0.06, 0.07, 0.08, 0.07, 0.13, 0.12, 0.10, 0.10, 0.09, -0.06, -0.23, -0.01, -0.52, 0.10, 0.01, -0.05, 0.08, 0.08, 0.08, 0.12, 0.12, 0.09, 0.09, 0.09, -0.06, -0.19, -0.01, -0.52, 0.10, -0.01, -0.07, 0.07, 0.07, 0.07, 0.12, 0.12, 0.10, 0.10, 0.09, -0.05, -0.21, 0.04, -0.50, 0.08, -0.04, -0.09, 0.07, 0.08, 0.08, 0.13, 0.12, 0.10, 0.10, 0.09, -0.06, -0.18, 0.04, -0.63, 0.12, -0.01, -0.03, 0.07, 0.08, 0.08, 0.11, 0.12, 0.10, 0.10, 0.10, -0.17, -0.16, -0.20, -0.14, -0.19, 0.11, 0.10, 0.10, 0.10, 0.11, 0.11, 0.11, 0.11, -0.20, -0.15, -0.17, -0.17, -0.21, 0.11, 0.12, 0.10, 0.11, 0.11, 0.10, 0.12, 0.12, -0.21, -0.21, -0.20, -0.12, -0.19, 0.12, 0.12, 0.12, 0.12, 0.12, 0.12, 0.11, 0.12, -0.19, -0.17, -0.24, -0.14, -0.21, 0.12, 0.12, 0.11, 0.11, 0.12, 0.12, 0.13, 0.12, -0.17, -0.19, -0.23, -0.15, -0.14, 0.10, 0.10, 0.12, 0.11, 0.12, 0.12, 0.11, 0.10, -0.16, -0.23, -0.25, -0.13, -0.18, 0.11, 0.12, 0.12, 0.12, 0.12, 0.13, 0.12, 0.11]}